No. 1
Density functional theory data (wB97M-V/def2-TZVPD) for a structure of composition C19H42NOP3PrS.

Element x y z (Å)
Pr: 0.154 -0.217 0.813
S: 1.313 -0.257 -3.621
P: -2.215 -1.449 2.117
P: 1.835 1.871 -0.240
P: -1.720 2.081 1.219
O: 0.902 -0.310 2.890
N: 1.252 -1.592 4.698
C: -1.051 3.788 1.224
C: 1.092 2.673 -1.719
C: 0.919 -2.906 0.059
C: 1.430 0.835 4.946
C: 2.749 3.287 0.436
C: 1.175 -0.381 4.136
C: -2.955 2.194 2.573
C: -2.652 -1.048 3.853
C: 1.896 -2.483 -7.582
C: 1.176 -1.273 -7.531
C: 1.552 -1.141 -5.123
C: 0.997 -0.609 -6.307
C: -3.852 -1.374 1.301
C: 3.250 0.938 -0.968
C: 2.451 -3.015 -6.399
C: -1.919 -3.258 2.233
C: -2.838 2.171 -0.221
C: -0.140 -2.510 -0.708
C: 2.273 -2.351 -5.173
H: -4.547 -2.043 1.823
H: 2.013 1.584 4.390
H: 2.069 4.003 0.918
H: -1.173 -2.841 -0.591
H: -2.873 -3.798 2.271
H: 1.984 0.593 5.866
H: -1.341 -3.609 1.367
H: 0.409 1.970 -2.222
H: 1.209 -2.422 4.108
H: -3.573 -1.561 4.168
H: 0.424 0.325 -6.238
H: -2.258 2.267 -1.144
H: -3.679 1.373 2.510
H: 2.027 -3.006 -8.558
H: -1.837 -1.360 4.519
H: 2.923 -0.054 -1.321
H: -3.759 -1.697 0.256
H: 3.245 3.754 -0.429
H: 3.497 2.938 1.160
H: 1.945 -2.503 -0.106
H: -1.351 -3.480 3.147
H: 0.527 3.577 -1.437
H: -3.473 3.052 -0.100
H: 3.667 1.510 -1.814
H: -4.253 -0.354 1.316
H: 0.486 1.301 5.278
H: 1.372 -1.676 5.703
H: 0.758 -0.849 -8.461
H: 4.020 0.812 -0.190
H: 1.926 2.954 -2.386
H: 0.007 -1.804 -1.527
H: -0.498 3.993 0.300
H: -2.437 2.150 3.538
H: -2.800 0.032 3.966
H: 0.847 -3.647 0.873
H: 0.895 -1.288 -2.788
H: -0.378 3.909 2.081
H: -1.872 4.510 1.313
H: -3.498 3.146 2.513
H: 2.708 -2.755 -4.253
H: 3.032 -3.948 -6.450
H: -3.463 1.274 -0.275

As for the spin multiplicity: 3. For the energy above the lowest of the compared OMol25 structures with the same formula, charge and spin, the calculation gives 0.000 eV. The calculated total energy comes out at -2817.51278 Ha. Its net charge is +3. The value obtained for the HOMO energy (spin up / spin down) is -14.9 / -14.9 eV. The value obtained for the LUMO energy (spin up / spin down) is -10.112 / -9.802 eV. For the HOMO-LUMO gap (spin up / spin down), the calculation gives 4.834 / 5.144 eV.

***

No. 2
Density functional theory data (wB97M-V/def2-TZVPD) for a structure of composition C19H42NOP3ReS.

Element x y z (Å)
Re: 0.056 -0.435 0.282
S: -2.244 0.907 -0.809
P: 0.951 -1.525 -1.441
P: -0.427 -2.209 1.545
P: 2.155 -0.115 1.064
O: -0.555 0.830 1.885
N: -0.351 1.986 3.857
C: -1.359 3.162 2.011
C: 2.898 1.410 0.391
C: -2.788 3.364 -1.418
C: 2.165 -0.531 -2.432
C: -0.508 3.816 -3.058
C: -2.785 -0.152 -2.700
C: 1.787 -3.185 -1.232
C: -1.261 -1.779 3.109
C: -0.729 1.901 2.536
C: -1.277 4.892 -2.525
C: -2.389 4.675 -1.697
C: -0.853 2.509 -2.699
C: -1.579 -3.379 0.758
C: -3.040 -1.286 -1.942
C: 2.258 0.180 2.853
C: -0.075 -2.052 -2.879
C: -1.891 2.354 -1.758
C: 3.501 -1.332 0.855
C: 0.887 -3.296 2.191
H: -2.415 -2.842 0.294
H: -1.962 -4.043 1.541
H: -2.143 -1.162 2.913
H: 1.485 -3.723 1.382
H: -0.333 1.655 -3.137
H: 2.032 -3.526 -2.249
H: -0.577 -1.231 3.767
H: 2.314 2.280 0.721
H: -1.571 -2.705 3.605
H: -2.300 -0.168 -3.687
H: 4.341 -0.888 1.403
H: -0.831 0.978 -0.754
H: 1.535 -2.744 2.878
H: 2.954 1.396 -0.705
H: 2.206 -0.980 -3.434
H: -0.521 -1.202 -3.413
H: 3.905 1.451 0.822
H: -2.147 3.469 2.721
H: 2.158 1.257 3.035
H: -1.786 3.053 0.994
H: 0.558 -2.647 -3.554
H: 0.395 -4.105 2.742
H: -3.687 3.073 -0.872
H: 3.776 -1.472 -0.197
H: 3.259 -0.159 3.138
H: -3.426 0.742 -2.568
H: -2.517 -2.266 -2.078
H: 2.706 -3.107 -0.638
H: 3.161 -0.537 -1.976
H: -2.962 5.483 -1.236
H: -3.981 -1.240 -1.381
H: 1.089 -3.897 -0.763
H: -0.865 -2.702 -2.501
H: -0.667 2.795 4.376
H: 1.506 -0.378 3.429
H: 0.109 1.232 4.361
H: 3.224 -2.288 1.315
H: -0.989 5.918 -2.770
H: -1.071 -3.980 -0.006
H: 1.793 0.501 -2.513
H: 0.306 4.021 -3.783
H: -0.610 3.978 2.033

As for the spin multiplicity: 4. For the energy above the lowest of the compared OMol25 structures with the same formula, charge and spin, the calculation gives 1.152 eV. The calculated total energy comes out at -2377.98125 Ha. Its net charge is +4. The value obtained for the HOMO energy (spin up / spin down) is -20.2 / -20.6 eV. The value obtained for the LUMO energy (spin up / spin down) is -14.483 / -14.749 eV. For the HOMO-LUMO gap (spin up / spin down), the calculation gives 5.672 / 5.820 eV.

***

No. 3
Density functional theory data (wB97M-V/def2-TZVPD) for a cluster of 2 separate species, C19H42O10P2S in total.

Element x y z (Å)
S: 2.151 4.271 0.880
P: 2.153 -0.973 0.055
P: 2.947 0.792 1.067
O: -3.748 2.848 -0.201
O: 1.860 0.848 -4.144
O: 1.248 2.396 2.641
O: -1.405 2.493 1.056
O: 1.321 -6.764 -1.155
O: 3.362 -1.832 -0.598
O: -3.125 -0.221 2.269
O: -0.455 -5.841 0.992
O: 1.378 -1.734 1.040
O: 1.152 -0.512 -1.128
C: -1.893 0.196 1.672
C: 0.787 3.229 1.594
C: 2.373 -6.767 -0.204
C: -0.490 5.492 1.837
C: -5.046 3.383 -0.070
C: -0.181 3.341 -0.810
C: 0.933 2.923 -1.808
C: -2.115 1.331 0.646
C: 0.021 -4.528 0.732
C: 1.594 1.061 2.327
C: 3.210 0.523 -3.906
C: 0.166 -7.460 -0.710
C: 0.427 2.590 -3.209
C: -0.078 2.547 0.513
C: -3.584 1.729 0.650
C: -2.915 -0.590 3.624
C: -0.891 -6.515 -0.175
C: -0.108 4.273 2.328
C: 1.626 2.262 -4.095
H: 3.879 1.026 -4.611
H: 4.096 0.345 1.757
H: 1.913 0.593 3.255
H: -1.214 5.511 1.023
H: -0.307 1.785 -3.229
H: -0.049 3.481 -3.624
H: -0.139 6.451 2.197
H: -1.775 -7.100 0.101
H: 2.010 -6.563 0.805
H: 0.662 -4.491 -0.151
H: -5.081 4.377 -0.501
H: 0.599 -4.198 1.591
H: 3.081 -5.989 -0.485
H: 1.603 3.776 -1.916
H: -1.848 1.028 -0.370
H: -1.458 -0.693 1.203
H: -5.359 3.425 0.978
H: -0.823 -3.844 0.596
H: 0.245 1.551 0.204
H: -0.242 -7.989 -1.577
H: -3.723 -1.247 3.933
H: 3.308 -0.553 -4.055
H: -1.136 3.060 -1.251
H: -1.190 -5.798 -0.946
H: 3.211 3.774 1.544
H: 1.561 2.131 -1.411
H: 2.530 2.718 -3.684
H: 3.105 -2.084 -1.500
H: 0.741 0.472 2.003
H: 1.515 2.669 -5.103
H: -0.448 3.965 3.315
H: -3.840 2.060 1.659
H: 2.887 -7.734 -0.216
H: -2.930 0.313 4.240
H: 3.532 0.799 -2.895
H: -0.106 4.414 -0.668
H: -1.975 -1.131 3.750
H: -4.216 0.892 0.346
H: -5.749 2.711 -0.577
H: 0.432 -8.207 0.045
H: 1.242 -1.024 -1.947
H: -1.218 0.529 2.460

The calculated total energy comes out at -2582.22077 Ha. Its net charge is 0. The value obtained for the HOMO energy is -7.5 eV. The value obtained for the LUMO energy is -0.049 eV. Its SMILES is C=C[C@@](S)(OCPP(=O)(O)O)[C@H](CCCCOC)OC(COC)COC.COCCOC. For the HOMO-LUMO gap, the calculation gives 7.404 eV.